No. 1
This record from the Open Molecules 2025 dataset describes a single C2H3NO2S molecule. The level of theory is ωB97M-V with the def2-TZVPD basis set.

```
! RIJCOSX wB97M-V def2-TZVPD def2/J DEFGRID3
* xyz 0 1
C -0.70619 -0.29443 -0.20041
C 0.20820 -0.99978 -1.19970
H -0.31255 1.85419 2.06795
H -1.66654 -0.70505 0.50047
H 1.87396 0.13745 0.19325
N -0.16963 0.84546 0.34057
O -0.95617 1.24464 1.46799
O -0.17518 -1.75406 -2.04139
S 1.90410 -0.32841 -1.12872
*
```

- highest occupied orbital energy (eV) = -9.961
- energy above the lowest of the compared OMol25 structures with the same formula, charge and spin (kJ/mol) = 389.2
- HOMO-LUMO gap (eV) = 9.3
- structure (SMILES) = O=C(S)/C=N/O
- lowest unoccupied orbital energy (eV) = -0.636

These are the Löwdin partial charges, in e, on atoms 1 to 2: number 1, C, carries -0.09; number 2, C, carries -0.76

No. 2
This record from the Open Molecules 2025 dataset describes 6 unconnected molecules or ions with the total composition C24H62O7P. The level of theory is ωB97M-V with the def2-TZVPD basis set.

```
! RIJCOSX wB97M-V def2-TZVPD def2/J DEFGRID3
* xyz -1 1
C 2.96188 -2.30977 -1.37007
C 2.34152 -1.41204 -0.29406
C 0.83255 -1.51126 -0.08506
C -0.09805 -0.91840 -1.15560
O -1.14282 -1.83375 -1.38270
P -0.58732 -3.46700 -1.11030
O 0.41006 -2.80173 0.21886
H 3.22259 -3.27796 -0.96052
H 2.33516 -2.41815 -2.24296
H 3.89930 -1.85400 -1.69613
H 2.64264 -0.37975 -0.48075
H 2.78370 -1.69552 0.65878
H 0.66487 -0.87350 0.80054
H 0.40992 -0.60289 -2.07703
H -0.59167 -0.01568 -0.79788
H -1.41236 -4.02242 -2.17527
H 0.43623 -3.18617 -2.11671
H 0.02619 -4.77217 -0.90889
H -1.64632 -3.69806 -0.15830
C 9.03519 -2.48470 -3.03341
C 8.29807 -1.21515 -3.42680
O 7.04483 -1.05494 -2.79620
C 7.06007 -0.98177 -1.38117
C 7.86600 0.18461 -0.83393
H 8.41765 -3.36054 -3.23487
H 9.96120 -2.57143 -3.60385
H 9.29596 -2.49611 -1.97452
H 8.07594 -1.24148 -4.49408
H 8.93088 -0.33483 -3.25911
H 7.40457 -1.92888 -0.95121
H 6.01747 -0.87147 -1.08639
H 8.92532 0.11009 -1.08661
H 7.78631 0.21356 0.25304
H 7.49191 1.12726 -1.23568
C 0.88087 4.61066 -1.26543
C 1.16115 3.14496 -1.55795
O 0.01865 2.39961 -1.91466
C -0.67173 2.81210 -3.07765
C 0.16699 2.77285 -4.34295
H 0.13194 4.70426 -0.47758
H 1.79516 5.10828 -0.93801
H 0.51034 5.14097 -2.14423
H 1.54393 2.66066 -0.65911
H 1.94090 3.04714 -2.32309
H -1.11178 3.80648 -2.93612
H -1.50360 2.11546 -3.17783
H 1.00781 3.46812 -4.30198
H -0.44798 3.04512 -5.20170
H 0.56802 1.77092 -4.50094
C -4.70310 5.27619 -6.42963
C -3.85650 4.10074 -5.97054
O -3.41294 4.19629 -4.63166
C -4.41897 4.25347 -3.63710
C -5.33335 3.04121 -3.60961
H -4.15819 6.21237 -6.30019
H -4.95682 5.16371 -7.48437
H -5.63676 5.35208 -5.87079
H -2.94543 4.05415 -6.56767
H -4.38704 3.15594 -6.13331
H -5.00094 5.17844 -3.73147
H -3.87760 4.31833 -2.69323
H -5.91268 2.94204 -4.52900
H -6.03824 3.12517 -2.78212
H -4.75234 2.12803 -3.47869
C -0.34981 -3.70432 6.26981
C 0.63258 -2.74266 5.61936
O 0.90096 -3.01430 4.26332
C -0.22714 -2.98322 3.38664
C -0.94985 -1.65102 3.37252
H 0.00494 -4.73215 6.17646
H -0.46070 -3.46747 7.33047
H -1.33719 -3.64627 5.81125
H 1.59888 -2.81621 6.12363
H 0.28868 -1.70813 5.74639
H -0.92058 -3.79578 3.63573
H 0.15060 -3.19090 2.38738
H -1.37800 -1.40055 4.34679
H -1.76376 -1.68535 2.64777
H -0.26714 -0.84934 3.08562
C -4.83180 -1.89682 7.72347
C -3.89278 -0.88437 7.08896
O -3.61551 -1.12952 5.72636
C -4.72084 -1.12144 4.84241
C -5.47042 0.19918 4.79926
H -4.43227 -2.90582 7.61434
H -4.95068 -1.68174 8.78639
H -5.82304 -1.87821 7.26854
H -2.92327 -0.92808 7.58642
H -4.27277 0.13502 7.22874
H -5.40372 -1.94780 5.07218
H -4.29641 -1.33013 3.86102
H -5.93037 0.44439 5.75842
H -6.26460 0.15149 4.05380
H -4.79319 1.01180 4.53403
*
```

- highest occupied orbital energy (eV) = -3.749
- HOMO-LUMO gap (eV) = 6.1
- lowest unoccupied orbital energy (eV) = 2.395

These are the Löwdin partial charges, in e, on atoms 1 to 2: number 1, C, carries -0.11; number 2, C, carries -0.21

No. 3
This record from the Open Molecules 2025 dataset describes a molecular structure, C8H22BrFeN2O2. The level of theory is ωB97M-V with the def2-TZVPD basis set.

```
! RIJCOSX wB97M-V def2-TZVPD def2/J DEFGRID3
* xyz 1 9
Fe -0.94383 -5.54928 1.61796
Br 0.60507 -3.58505 1.34279
C -2.09404 0.00412 -1.32404
C -1.33425 -1.15656 -2.03932
C 0.18429 -0.90897 -2.22876
O 0.38299 0.21448 -3.03020
C -0.11386 0.15479 -4.33937
N -1.51189 -2.35763 -1.25351
H -3.12855 -0.26250 -1.09238
H -2.18410 0.82611 -2.03129
H -1.56913 0.25287 -0.40430
H -1.86991 -1.31825 -2.98693
H 0.64127 -1.76816 -2.73420
H 0.63917 -0.66976 -1.26703
H -1.19039 0.34019 -4.42053
H 0.24031 -0.72338 -4.88336
H 0.26625 0.98998 -4.93454
H -0.72858 -2.45246 -0.58454
H -2.37138 -2.36015 -0.68849
C 2.32231 0.98810 1.17732
C 1.52918 0.81064 2.48653
C 0.01534 0.70617 2.31236
O -0.54674 1.87068 1.70195
C -0.41902 3.09035 2.40621
N 1.90315 -0.53323 3.03552
H 1.96386 0.18836 0.52802
H 3.37202 0.78481 1.38394
H 2.21074 1.99943 0.79059
H 1.71012 1.57296 3.24003
H -0.48201 0.58967 3.28219
H -0.25629 -0.11442 1.64247
H -0.60164 3.91442 1.71942
H 0.51191 3.31494 2.92833
H -1.22181 3.10157 3.15664
H 2.85281 -0.76248 2.78693
H 1.21666 -1.19238 2.70357
*
```

- highest occupied orbital energy (alpha / beta) (eV) = -7.946 / -11.772
- energy above the lowest of the compared OMol25 structures with the same formula, charge and spin (kJ/mol) = 247.4
- HOMO-LUMO gap (alpha / beta) (eV) = 5.1 / 3.5
- <S²> = 20.019
- lowest unoccupied orbital energy (alpha / beta) (eV) = -2.883 / -8.288

These are the Löwdin partial charges, in e, on atoms 1 to 2: number 1, Fe, carries 0.23; number 2, Br, carries 0.01

No. 4
This record from the Open Molecules 2025 dataset describes 3 unconnected molecules or ions with the total composition C3H12N2O2. The level of theory is ωB97M-V with the def2-TZVPD basis set.

```
! RIJCOSX wB97M-V def2-TZVPD def2/J DEFGRID3
* xyz 0 1
C 1.19111 -1.90148 0.02344
C 0.11202 -1.35879 0.97445
O -1.23092 -1.67433 0.80906
N 1.40196 -0.74475 -0.96756
C 0.51675 2.06680 -0.51746
N -0.76785 1.72893 -1.16192
H 0.69975 -2.75129 -0.46870
H 2.13351 -2.14343 0.41589
H 0.36369 -1.66016 2.03542
H 0.00287 -0.27502 0.85716
H -1.72626 -0.84666 0.68483
H 2.23839 -0.86498 -1.39974
H 0.22299 2.40960 0.47507
H 1.14383 1.21321 -0.31424
H 1.04074 2.82351 -1.11493
H -0.72972 0.86282 -1.71167
H -3.08817 0.79147 0.97701
H -1.37779 1.57171 -0.35320
O -2.14690 0.75283 0.75707
*
```

- highest occupied orbital energy (eV) = -8.382
- energy above the lowest of the compared OMol25 structures with the same formula, charge and spin (kJ/mol) = 863.9
- HOMO-LUMO gap (eV) = 4.0
- lowest unoccupied orbital energy (eV) = -4.352

These are the Löwdin partial charges, in e, on atoms 1 to 2: number 1, C, carries -0.15; number 2, C, carries -0.29

No. 5
This record from the Open Molecules 2025 dataset describes a molecular structure, C35H41CsF5N6O4PS2Te. The level of theory is ωB97M-V with the def2-TZVPD basis set.

```
! RIJCOSX wB97M-V def2-TZVPD def2/J DEFGRID3
* xyz -2 1
Cs 1.91070 -1.30552 -0.21990
O 4.97160 1.27065 1.61138
N 4.19553 0.35170 2.30505
C 3.04351 0.80777 2.58718
C 2.10362 -0.05987 3.32778
C 2.51133 -1.35095 3.68756
C 1.65316 -2.21140 4.33261
C 0.36699 -1.79511 4.65811
C -0.04272 -0.52405 4.31542
C 0.80408 0.35665 3.63925
P 0.20237 2.03267 3.17064
C -0.16466 2.67560 4.86060
C -1.34064 2.44515 5.57248
C -1.49257 2.92652 6.86385
C -0.46872 3.64355 7.46994
C 0.70545 3.88246 6.77182
C 0.84845 3.40870 5.47512
C -1.46311 1.65123 2.52221
C -1.70760 0.46051 1.84925
C -2.94428 0.22934 1.25936
C -3.94630 1.17991 1.33583
C -3.70070 2.38833 1.98361
C -2.46483 2.62620 2.56141
H 5.57037 0.71583 1.08779
H 2.75354 1.79164 2.22837
H 3.50471 -1.67541 3.41282
H 1.97281 -3.21997 4.55663
H -0.31887 -2.47164 5.15223
H -1.05362 -0.20939 4.54654
H -2.14652 1.88859 5.10839
H -2.41349 2.73679 7.40235
H -0.58817 4.01600 8.48016
H 1.50959 4.44313 7.23256
H 1.76275 3.60539 4.92594
H -0.95616 -0.31205 1.72246
H -3.08563 -0.69527 0.71378
H -4.90432 1.00074 0.86310
H -4.46728 3.15345 2.02520
H -2.27647 3.57765 3.04866
O 0.93785 -3.17445 1.61384
C -0.08239 -3.20579 0.89360
O -0.70311 -2.17888 0.48705
C -0.60699 -4.55400 0.45437
C -1.47448 -5.22017 1.31001
C -2.00827 -6.46109 0.98518
C -1.64837 -7.03614 -0.22813
C -0.77952 -6.37911 -1.08304
C -0.22584 -5.12011 -0.78197
S 0.84399 -4.33508 -1.92508
H -1.73263 -4.74841 2.25314
H -2.68675 -6.96606 1.66351
H -2.04605 -8.00602 -0.51162
H -0.49898 -6.83324 -2.02667
C 0.60375 4.78480 -2.48098
N 0.23965 3.81803 -3.49895
C -1.16741 3.83561 -3.83510
C 0.88206 2.58800 -3.41758
N 1.74427 2.36216 -2.52534
N 0.51022 1.69385 -4.45335
C 0.76839 2.17635 -5.80208
C 0.97941 0.33006 -4.26907
H 0.19594 5.75852 -2.76568
H 1.68484 4.84487 -2.39866
H 0.21269 4.50619 -1.49513
H -1.79771 3.69778 -2.94267
H -1.39764 3.02622 -4.52534
H -1.41688 4.78988 -4.30505
H 2.18972 1.45870 -2.62429
H 0.44366 3.20874 -5.90347
H 0.21781 1.56233 -6.51974
H 1.83631 2.12401 -6.05787
H 2.06395 0.23249 -4.39860
H 0.48908 -0.30877 -5.00645
H 0.70153 -0.01638 -3.27436
S -1.65128 0.92950 -1.61324
C -2.08267 -0.49215 -2.42541
N -2.11774 -1.69255 -1.84322
C -2.37855 -2.92124 -2.57790
C -1.89844 -2.77624 -4.01126
C -2.56322 -1.55785 -4.62625
N -2.41145 -0.41312 -3.74228
H -1.67895 -1.79092 -0.91336
H -3.45097 -3.15615 -2.55412
H -1.83414 -3.71993 -2.07734
H -2.13936 -3.66836 -4.59137
H -0.81142 -2.67602 -3.98610
H -3.62814 -1.76157 -4.79587
H -2.11827 -1.31316 -5.59446
H -2.23778 0.49919 -4.13105
F 5.02354 -1.71409 -2.34816
Te 5.20865 0.14796 -2.16703
F 6.34247 -0.11434 -0.65865
F 6.79389 -0.12752 -3.13265
F 5.74581 1.94547 -2.15882
F 4.46736 0.41568 -3.87594
O 3.70465 0.26701 -1.22753
*
```

- highest occupied orbital energy (eV) = -1.561
- energy above the lowest of the compared OMol25 structures with the same formula, charge and spin (kJ/mol) = 91.9
- HOMO-LUMO gap (eV) = 5.3
- lowest unoccupied orbital energy (eV) = 3.759

These are the Löwdin partial charges, in e, on atoms 1 to 2: number 1, Cs, carries 1.17; number 2, O, carries -0.06